Record 1
ORCA calculation (ωB97M-V with the def2-TZVPD basis set) on a cluster of 8 separate species, C32H58O19S5 in total in a non-equilibrium geometry.

Summary:
HOMO energy (eV): -10.35
LUMO energy (eV): -0.077
Structure (SMILES): C[C@H]1COC(=O)O1.C[C@H]1COC(=O)O1.C[C@H]1COC(=O)O1.O=S1(=O)CCCC1.O=S1(=O)CCCC1.O=S1(=O)CCCC1.O=S1(=O)CCCC1.O=S1(=O)CCCC1
Total energy (eV): -127200.220
Kohn-Sham gap (eV): 10.3
Relative energy (zero: lowest compared OMol25 entry of this formula, charge and spin) (kcal per mole): 0.0

CARTESIAN COORDINATES (ANGSTROEM)
C: -2.282 -1.839 -4.882
C: -2.835 -1.285 -6.205
C: -2.087 -0.083 -6.748
O: -1.958 -0.419 -8.145
C: -2.107 -1.741 -8.276
O: -1.689 -2.434 -9.168
O: -2.709 -2.253 -7.219
H: -2.827 -2.727 -4.569
H: -2.305 -1.063 -4.119
H: -1.263 -2.161 -5.104
H: -3.888 -1.060 -6.017
H: -1.107 0.176 -6.342
H: -2.692 0.815 -6.625
C: 0.645 1.867 -4.040
C: -0.201 3.066 -4.474
C: -1.697 2.713 -4.573
O: -2.335 3.781 -3.905
C: -1.428 4.477 -3.185
O: -1.682 5.448 -2.547
O: -0.200 3.957 -3.376
H: 1.707 2.110 -4.000
H: 0.586 1.035 -4.748
H: 0.301 1.482 -3.082
H: 0.140 3.557 -5.387
H: -1.886 1.804 -3.990
H: -1.977 2.516 -5.604
C: 3.253 -1.112 2.588
C: 2.581 -0.467 3.805
C: 2.098 -1.399 4.882
O: 2.683 -0.820 6.081
C: 3.443 0.231 5.800
O: 4.145 0.805 6.577
O: 3.338 0.522 4.482
H: 4.307 -1.319 2.777
H: 3.152 -0.560 1.658
H: 2.711 -2.047 2.432
H: 1.698 0.039 3.401
H: 2.459 -2.423 4.800
H: 1.030 -1.333 5.078
C: 3.972 -0.717 -3.005
C: 5.242 -0.653 -2.144
C: 5.184 -1.897 -1.271
S: 4.734 -3.262 -2.374
O: 3.929 -4.237 -1.690
O: 5.910 -3.640 -3.165
C: 3.751 -2.168 -3.479
H: 3.977 -0.029 -3.853
H: 3.097 -0.382 -2.442
H: 5.324 0.279 -1.585
H: 6.107 -0.675 -2.809
H: 4.418 -1.910 -0.491
H: 6.087 -2.132 -0.707
H: 2.705 -2.473 -3.476
H: 4.033 -2.297 -4.523
C: 3.495 4.106 0.467
C: 3.625 3.020 1.553
C: 3.063 3.732 2.769
S: 1.490 4.423 2.221
O: 1.270 5.676 2.864
O: 0.418 3.446 2.199
C: 2.087 4.688 0.481
H: 3.758 3.758 -0.536
H: 4.243 4.879 0.643
H: 4.691 2.811 1.646
H: 3.082 2.079 1.463
H: 3.619 4.602 3.130
H: 2.943 3.217 3.725
H: 2.071 5.765 0.321
H: 1.293 4.289 -0.149
C: -1.365 0.515 -0.823
C: 0.001 0.830 -0.085
C: 0.713 -0.459 0.288
S: 0.071 -1.702 -0.916
O: -0.081 -2.972 -0.230
O: 0.839 -1.570 -2.140
C: -1.572 -0.970 -1.100
H: -1.241 1.084 -1.749
H: -2.307 0.881 -0.415
H: -0.331 1.508 0.700
H: 0.549 1.391 -0.840
H: 0.375 -0.825 1.255
H: 1.779 -0.335 0.130
H: -2.187 -1.303 -0.263
H: -2.041 -1.256 -2.035
C: -2.347 -5.379 4.245
C: -3.815 -5.008 4.294
C: -3.962 -3.533 3.881
S: -2.396 -2.964 3.124
O: -1.666 -2.114 4.060
O: -2.654 -2.526 1.757
C: -1.552 -4.554 3.190
H: -2.124 -6.448 4.317
H: -1.822 -5.156 5.183
H: -4.017 -5.088 5.364
H: -4.492 -5.681 3.776
H: -4.182 -2.875 4.719
H: -4.752 -3.403 3.144
H: -0.503 -4.386 3.411
H: -1.639 -5.018 2.207
C: -2.738 1.120 3.421
C: -3.179 2.304 2.504
C: -4.659 2.353 2.201
S: -5.403 1.085 3.358
O: -5.599 -0.180 2.675
O: -6.512 1.621 4.153
C: -3.950 0.959 4.339
H: -1.789 1.197 3.952
H: -2.573 0.140 2.963
H: -2.684 1.991 1.579
H: -2.701 3.183 2.926
H: -5.025 2.075 1.215
H: -5.196 3.264 2.462
H: -4.013 0.159 5.073
H: -3.994 1.892 4.916



Record 2
ORCA calculation (ωB97M-V with the def2-TZVPD basis set) on a structure of composition C32H59Cl4CuN7O14Pd in a non-equilibrium geometry.

Summary:
<S²>: 3.810
HOMO energy (alpha / beta) (eV): -7.02 / -6.71
LUMO energy (alpha / beta) (eV): 0.246 / -1.504
Total energy (eV): -171439.787
2S+1: 4
Kohn-Sham gap (alpha / beta) (eV): 7.3 / 5.2

CARTESIAN COORDINATES (ANGSTROEM)
Cu: 4.520 8.676 -15.684
Pd: 3.498 6.157 -19.168
C: 5.755 9.401 -21.171
C: 6.745 10.338 -21.156
C: 7.039 11.036 -19.872
O: 7.861 12.041 -19.807
C: 6.370 10.853 -18.709
C: 5.255 9.832 -18.620
C: 4.990 8.988 -19.942
O: 4.145 8.094 -19.972
O: 4.555 9.747 -17.645
O: 7.326 10.609 -22.268
H: 5.451 8.732 -21.963
H: 6.718 11.277 -17.779
C: 4.134 6.201 -16.646
O: 4.643 6.449 -15.574
O: 3.635 7.240 -17.108
O: 4.127 5.179 -17.337
Cl: 6.773 1.759 -14.661
C: 5.240 2.609 -14.793
C: 4.231 2.040 -15.773
Cl: 3.451 0.537 -15.407
H: 5.375 3.645 -15.106
H: 4.865 2.647 -13.771
H: 4.766 1.949 -16.719
H: 3.441 2.763 -15.978
Cl: 0.469 5.042 -14.518
C: 1.999 4.972 -13.483
C: 1.925 4.142 -12.237
Cl: 1.566 2.428 -12.589
H: 2.200 6.024 -13.279
H: 2.882 4.749 -14.083
H: 1.220 4.718 -11.637
H: 2.838 4.121 -11.642
C: 5.263 8.883 -12.459
O: 5.031 8.577 -13.626
N: 6.179 9.771 -12.061
C: 6.299 10.047 -10.670
C: 7.259 10.344 -12.837
H: 4.810 8.394 -11.582
H: 6.385 11.131 -10.599
H: 7.193 9.713 -10.143
H: 5.456 9.684 -10.082
H: 8.237 10.160 -12.392
H: 7.283 9.893 -13.828
H: 7.160 11.420 -12.981
C: 5.954 5.294 -12.695
O: 5.368 4.504 -11.943
N: 6.975 6.102 -12.254
C: 7.914 6.718 -13.192
C: 7.237 6.363 -10.799
H: 5.797 5.221 -13.782
H: 7.669 7.749 -13.447
H: 8.026 6.107 -14.087
H: 8.889 6.796 -12.709
H: 8.241 6.065 -10.495
H: 7.234 7.437 -10.615
H: 6.510 5.949 -10.100
C: 0.993 8.185 -18.661
O: 1.646 7.414 -19.351
N: 0.011 8.916 -19.132
C: -0.887 9.669 -18.267
C: -0.229 9.099 -20.518
H: 1.301 8.426 -17.632
H: -1.897 9.418 -18.592
H: -0.729 10.744 -18.353
H: -0.850 9.405 -17.210
H: 0.632 9.510 -21.046
H: -0.410 8.143 -21.008
H: -1.052 9.763 -20.782
C: 1.129 3.919 -18.197
O: 1.823 4.608 -18.937
N: 1.164 2.556 -18.137
C: 0.356 1.812 -17.222
C: 2.044 1.719 -18.993
H: 0.437 4.383 -17.477
H: -0.024 2.335 -16.344
H: 0.986 1.129 -16.652
H: -0.412 1.248 -17.751
H: 2.716 2.338 -19.588
H: 2.675 1.136 -18.322
H: 1.520 0.988 -19.609
C: 6.195 4.611 -20.697
O: 5.549 5.403 -19.968
N: 6.786 3.500 -20.154
C: 7.451 2.492 -20.944
C: 6.779 3.109 -18.743
H: 6.274 4.617 -21.795
H: 7.337 2.734 -22.000
H: 6.962 1.545 -20.715
H: 8.518 2.403 -20.741
H: 6.185 2.206 -18.600
H: 7.775 2.716 -18.540
H: 6.628 3.919 -18.029
C: 7.798 9.164 -16.409
O: 6.713 8.971 -15.956
N: 8.337 8.252 -17.227
C: 9.737 8.260 -17.637
C: 7.692 6.904 -17.582
H: 8.456 10.016 -16.178
H: 9.811 7.802 -18.624
H: 10.284 7.624 -16.942
H: 10.317 9.179 -17.724
H: 6.656 7.239 -17.642
H: 7.925 6.597 -18.602
H: 7.777 6.025 -16.944
C: 1.150 8.849 -14.528
O: 2.324 8.516 -14.809
N: 0.401 9.928 -14.879
C: -0.944 10.024 -14.555
C: 0.997 10.945 -15.756
H: 0.625 8.270 -13.752
H: -1.309 11.050 -14.610
H: -1.176 9.662 -13.553
H: -1.547 9.406 -15.221
H: 0.558 11.914 -15.520
H: 2.073 11.086 -15.659
H: 0.785 10.672 -16.790